1.
# C45H58AsFHfN5O4S3

A molecular structure, C45H58AsFHfN5O4S3 in a non-equilibrium geometry (wB97M-V/def2-TZVPD, the OMol25 dataset).

Properties
HOMO ... -0.1232 Ha
Calculated total energy ... -5902.89382 a.u.
F_max ... 2.5 eV/Å
Frontier orbital gap ... 4.7 eV

Structure (ORCA input):
```
! RIJCOSX wB97M-V def2-TZVPD def2/J DEFGRID3
* xyz -1 1
Hf 0.59996 0.55421 0.81094
O 0.80065 1.45368 4.23169
S 1.79738 0.87429 3.33451
O 3.07165 0.59764 3.92661
O 1.17919 -0.37057 2.68087
O 1.87164 1.74041 2.06833
C -3.60566 -1.09181 0.87915
C -3.47478 -1.19566 -0.64590
C -2.54723 -2.32202 -1.10002
C -3.26144 0.19362 -1.25244
C -4.45130 0.87904 -1.49060
C -4.46274 2.14426 -2.04896
C -3.25644 2.68595 -2.44707
C -2.03120 2.04478 -2.23817
C -0.87583 2.82623 -2.89586
C 0.33192 2.08991 -3.47083
C -0.40701 3.98624 -2.01013
C -2.01311 0.81585 -1.52287
N -0.80541 0.24114 -1.03627
C -0.02528 -0.47740 -1.94968
C 1.20254 -0.98381 -1.65646
N 1.83842 -0.80263 -0.39857
C 2.97620 -1.62075 -0.16161
C 2.81516 -2.99618 0.10915
C 3.91713 -3.78248 0.42588
C 5.18985 -3.24199 0.45969
C 5.35187 -1.91258 0.11934
C 4.27849 -1.08720 -0.22294
C 4.70026 0.30596 -0.71034
C 3.98275 0.83787 -1.95102
C 4.70153 1.36987 0.38926
C 1.45897 -3.67854 0.06610
C 1.37348 -4.75750 -1.01519
C 1.10744 -4.30499 1.42627
C 1.74271 -1.66976 -2.85766
C 2.89963 -2.31243 -3.20068
C 3.03060 -2.85653 -4.51876
C 2.04390 -2.76106 -5.45993
C 0.83192 -2.08077 -5.12807
C -0.28711 -1.86758 -5.98778
C -1.37158 -1.17628 -5.52044
C -1.43056 -0.64619 -4.19276
C -0.36761 -0.83835 -3.35439
C 0.73901 -1.56509 -3.85576
H -3.72128 -2.07523 1.34299
H -4.47683 -0.49139 1.15500
H -2.73953 -0.61227 1.32737
H -4.46455 -1.48807 -1.00866
H -1.49455 -2.12495 -0.92273
H -2.64627 -2.49926 -2.17178
H -2.83400 -3.24395 -0.58314
H -5.38831 0.39164 -1.23795
H -5.39573 2.66823 -2.22402
H -3.24755 3.63937 -2.96709
H -1.37192 3.27844 -3.76003
H 0.91042 1.57466 -2.71241
H 0.98603 2.83559 -3.93335
H 0.04098 1.37894 -4.24439
H 0.24965 3.60984 -1.22998
H -1.24602 4.51849 -1.55260
H 0.16470 4.70330 -2.60575
H 3.77512 -4.83543 0.64426
H 6.04480 -3.85063 0.72755
H 6.34956 -1.48691 0.09268
H 5.74496 0.15736 -0.99646
H 2.94852 1.09439 -1.73475
H 3.99898 0.12403 -2.77430
H 4.48943 1.74852 -2.28700
H 3.68891 1.69134 0.62282
H 5.25359 2.25131 0.04876
H 5.16504 1.00793 1.30991
H 0.72197 -2.92124 -0.18404
H 2.10152 -5.55149 -0.82622
H 1.56147 -4.35071 -2.00960
H 0.37770 -5.20977 -1.01595
H 1.70366 -5.20419 1.59863
H 0.05437 -4.60039 1.45842
H 1.30234 -3.63258 2.26574
H 3.71841 -2.43671 -2.50370
H 3.95335 -3.36634 -4.76957
H 2.17538 -3.18931 -6.44675
H -0.27233 -2.24937 -7.00224
H -2.21974 -1.01349 -6.17507
H -2.31193 -0.09451 -3.89256
F 1.30883 1.93455 -0.38763
N -0.49496 -1.61219 1.33253
H -1.04777 -2.23696 0.76137
H -1.03265 -1.39623 2.17943
H 0.31870 -2.10946 1.67864
C -0.84649 1.78404 6.50929
As -1.07088 0.13604 5.56805
C 0.42974 -1.03654 5.81365
C -2.26706 -0.73249 6.81269
S -2.21939 0.13780 3.77968
H -0.75649 1.55026 7.56845
H -1.75717 2.34861 6.31779
H 0.01774 2.33078 6.14796
H 0.49337 -1.22046 6.88476
H 1.36521 -0.62839 5.43406
H 0.18175 -1.95525 5.28491
H -1.87908 -0.69954 7.83367
H -2.39855 -1.76706 6.50000
H -3.22851 -0.22636 6.75977
N -4.79840 5.41318 1.18881
C -3.58024 5.63034 1.71518
S -3.12415 7.04964 2.37825
C -2.66292 4.41370 1.62361
C -1.29858 4.55631 1.78466
C -0.48441 3.45315 1.59483
N -0.98486 2.24616 1.29708
C -2.30187 2.09719 1.21838
C -3.17681 3.16063 1.35563
H -5.39654 6.22028 1.09638
H -4.93004 4.66980 0.52194
H -0.86644 5.52039 2.01316
H 0.59052 3.52656 1.67180
H -2.67915 1.10545 1.03429
H -4.23278 2.95005 1.27827
*
```

---

2.
# AsF6H20O10

A molecular structure, AsF6H20O10 in a non-equilibrium geometry (wB97M-V/def2-TZVPD, the OMol25 dataset).

Properties
HOMO ... -0.2894 Ha
Calculated total energy ... -3599.63328 a.u.
F_max ... 1.1 eV/Å
Frontier orbital gap ... 10.4 eV

Structure (ORCA input):
```
! RIJCOSX wB97M-V def2-TZVPD def2/J DEFGRID3
* xyz -1 1
As 19.44774 18.22710 6.61056
F 19.61309 16.49142 6.60144
F 20.94023 18.31032 7.48762
F 19.33420 19.95826 6.66678
F 18.01082 18.14441 5.66039
F 18.52599 18.16620 8.07483
F 20.38112 18.33435 5.15139
O 16.87508 21.00973 5.96020
H 17.68525 20.65543 6.34869
H 16.82083 20.49360 5.14589
O 20.75431 22.44984 6.85476
H 20.74446 22.11652 5.94727
H 20.06623 23.12005 6.88135
O 21.03201 21.04243 4.09831
H 20.20806 20.55253 4.00633
H 21.35582 21.17076 3.20401
O 19.46569 20.83482 9.41008
H 19.78915 21.23802 8.59485
H 19.21859 19.94255 9.14782
O 23.72047 18.30131 6.50441
H 22.91164 18.82007 6.59908
H 24.41408 18.94958 6.36367
O 16.93462 19.65529 3.45457
H 16.17699 19.61386 2.86550
H 17.03186 18.76357 3.80873
O 23.30010 17.25477 3.47074
H 23.54507 16.32920 3.39847
H 22.91745 17.30976 4.35422
O 22.31614 15.70213 5.82093
H 22.38376 16.58812 6.19506
H 21.38153 15.48962 5.89445
O 16.81367 15.90096 7.64283
H 17.25192 16.68894 7.98487
H 17.51053 15.42618 7.18255
O 18.73750 15.60088 3.91271
H 19.13673 16.11014 4.62707
H 18.59272 16.24859 3.21900
*
```

---

3.
# C3H4LiO3Pd

A molecular structure, C3H4LiO3Pd in a non-equilibrium geometry (wB97M-V/def2-TZVPD, the OMol25 dataset).

Properties
HOMO (spin up / spin down) ... -0.5811 / -0.7596 Ha
Calculated total energy ... -476.97383 a.u.
F_max ... 8.4 eV/Å
Frontier orbital gap (spin up / spin down) ... 6.0 / 7.7 eV

Structure (ORCA input):
```
! RIJCOSX wB97M-V def2-TZVPD def2/J DEFGRID3
* xyz 2 4
O -0.64466 0.99301 0.53388
C 0.30201 0.16882 0.45876
C 1.74953 0.30179 0.34005
Pd -0.61449 2.27706 1.64567
Li -2.24019 1.09437 -0.91371
H -0.04264 -0.87767 0.42573
H 1.75376 1.37337 -0.08515
H 2.17489 -0.68310 0.08928
H 2.14596 0.46019 1.35633
O -0.69480 -2.44425 -1.57290
C -1.59752 -1.79922 -1.20606
O -2.29185 -0.86438 -1.07188
*
```

---

4.
# C4H8S

C4H8S in the gas phase in a non-equilibrium geometry (wB97M-V/def2-TZVPD, the OMol25 dataset).

Properties
HOMO ... -0.3171 Ha
Calculated total energy ... -555.33219 a.u.
F_max ... 3.8 eV/Å
SMILES ... C[C@@H]1S[C@@H]1C
Frontier orbital gap ... 9.6 eV

Structure (ORCA input):
```
! RIJCOSX wB97M-V def2-TZVPD def2/J DEFGRID3
* xyz 0 1
C 1.06614 0.09013 1.43416
C 0.20432 -0.78206 0.57008
C -0.66360 -0.54888 -0.54126
C -0.73358 0.79714 -1.46593
H 0.33342 0.91743 1.66940
H 2.01994 0.61174 1.06462
H 1.25493 -0.29970 2.38962
H -0.34800 -1.38647 1.29264
H -1.60062 -1.03753 -0.46033
H -0.35006 1.73077 -0.99520
H -0.16373 0.57488 -2.30019
H -1.77611 1.13392 -1.71781
S 0.75693 -1.80137 -0.93980
*
```

---

5.
# C5H6O2

C5H6O2 in the gas phase (wB97M-V/def2-TZVPD, the OMol25 dataset).

Properties
HOMO ... -0.2926 Ha
Calculated total energy ... -344.58122 a.u.
F_max ... 1.0 eV/Å
SMILES ... Cc1ccc(O)o1
Frontier orbital gap ... 8.8 eV

Structure (ORCA input):
```
! RIJCOSX wB97M-V def2-TZVPD def2/J DEFGRID3
* xyz 0 1
C -0.41401 -0.35740 -2.01137
C -0.26443 -0.21524 -0.53359
C -0.96146 -0.63783 0.54590
C -0.30284 -0.07981 1.71220
C 0.74904 0.59704 1.24395
H -0.52994 0.59839 -2.51382
H 0.49368 -0.81325 -2.43624
H -1.29142 -0.97789 -2.22328
H -1.89278 -1.17648 0.51703
H -0.56326 -0.18909 2.75323
H 2.41484 1.49364 1.20333
O 1.75736 1.23706 1.85969
O 0.80522 0.52087 -0.11704
*
```

---

6.
# H3PS

H3PS in the gas phase in a non-equilibrium geometry (wB97M-V/def2-TZVPD, the OMol25 dataset).

Properties
HOMO ... -0.3331 Ha
Calculated total energy ... -741.29667 a.u.
F_max ... 3.6 eV/Å
SMILES ... [PH3]=S
Frontier orbital gap ... 9.7 eV

Structure (ORCA input):
```
! RIJCOSX wB97M-V def2-TZVPD def2/J DEFGRID3
* xyz 0 1
P 0.04131 -0.05515 -0.04552
S 1.54347 0.36845 1.04750
H -0.89503 -0.94667 0.72380
H -0.80997 1.21306 -0.41769
H 0.12022 -0.57969 -1.30809
*
```

---

Q: What is the F_max in the fifth record?
A: 1.0 eV/Å

---

Q: The lowest F_max belongs to which entry?
A: C5H6O2